No. 1
51
Properties=species:S:1:pos:R:3:forces:R:3 method="wB97M-V/def2-TZVPD" gap_ev=8.9 de_lowest_ev=0.477 total_charge=+1
C 3.029 1.669 -1.761 -0.1 0.0 0.2
C 2.746 1.368 -0.282 0.2 0.1 -0.1
C 3.383 2.477 0.568 0.0 -0.1 -0.1
C 3.310 -0.015 0.012 0.0 0.0 0.0
C 4.506 -0.221 0.685 -0.1 0.1 0.0
C 4.986 -1.503 0.896 0.1 -0.1 0.0
C 4.282 -2.600 0.437 0.1 -0.1 0.1
C 3.091 -2.408 -0.242 -0.1 0.0 -0.1
C 2.613 -1.128 -0.452 0.1 -0.1 0.0
C 1.266 1.347 0.051 -0.1 0.1 -0.1
C 0.874 0.856 1.296 -0.2 0.1 -0.1
C -0.454 0.798 1.655 -0.2 0.1 0.0
C -1.433 1.233 0.768 0.2 -0.1 0.1
O -2.748 1.002 1.188 0.3 0.0 0.0
C -3.837 1.756 0.658 -0.5 0.4 0.0
C -4.971 0.811 0.242 0.5 0.0 0.0
C -4.502 -0.225 -0.777 -0.5 0.5 -0.2
N -3.523 -1.129 -0.126 0.2 0.0 0.6
C -2.537 -1.782 -1.008 0.5 -0.6 -0.1
C -1.688 -2.713 -0.141 0.2 0.3 -0.2
O -2.600 -3.459 0.638 -0.2 -0.1 0.0
C -1.066 1.730 -0.469 -0.5 0.0 0.1
C 0.277 1.794 -0.811 0.3 -0.1 0.1
H 4.096 1.575 -1.944 0.1 0.0 0.0
H 2.515 0.965 -2.411 0.0 0.0 -0.1
H 2.731 2.683 -2.017 -0.1 0.1 -0.1
H 3.329 2.243 1.628 0.0 0.0 0.1
H 2.853 3.412 0.398 0.0 0.1 0.0
H 4.423 2.625 0.289 0.1 0.0 0.0
H 5.078 0.616 1.051 0.0 0.1 0.1
H 5.919 -1.641 1.422 0.1 0.0 0.1
H 4.659 -3.598 0.602 0.0 -0.1 0.0
H 2.536 -3.258 -0.614 0.0 -0.1 0.0
H 1.682 -0.988 -0.987 -0.1 0.0 0.0
H 1.623 0.503 1.988 0.1 -0.1 0.1
H -0.756 0.417 2.619 0.0 0.0 0.1
H -3.518 2.365 -0.189 0.0 -0.1 0.1
H -4.191 2.430 1.445 0.1 0.0 -0.1
H -5.365 0.305 1.125 -0.1 0.0 0.0
H -5.775 1.408 -0.187 0.0 0.0 0.0
H -4.002 0.272 -1.612 0.0 -0.1 0.0
H -5.341 -0.800 -1.173 0.2 -0.1 0.0
H -3.033 -0.506 0.578 -0.2 -0.4 -0.3
H -3.977 -1.886 0.402 0.0 0.2 -0.1
H -1.912 -1.032 -1.494 -0.1 0.1 0.1
H -3.071 -2.363 -1.764 -0.1 0.1 0.1
H -1.079 -3.356 -0.782 0.0 0.1 0.0
H -1.019 -2.124 0.504 0.0 0.0 -0.1
H -2.151 -4.195 1.065 0.0 0.0 0.0
H -1.795 2.079 -1.185 -0.1 0.0 0.0
H 0.534 2.193 -1.779 0.1 0.0 -0.1

No. 2
92
Properties=species:S:1:pos:R:3:forces:R:3 method="wB97M-V/def2-TZVPD" gap_ev=4.2 de_lowest_ev=0.000 total_charge=+1
C 0.138 -2.169 1.613 -0.7 0.4 0.5
O -1.163 -1.544 1.684 0.3 -0.5 -1.5
C -1.589 -1.137 2.921 -0.8 -2.2 1.9
C -1.164 0.190 3.353 0.7 0.5 0.1
C -0.278 0.311 4.445 -0.5 0.3 -0.4
C 0.066 1.580 4.913 -0.1 0.0 -0.1
C -0.433 2.717 4.268 0.1 -0.1 0.1
C -1.205 2.592 3.105 0.1 0.0 0.1
C -1.555 1.334 2.631 0.1 -0.3 0.5
C -2.229 -2.109 3.695 0.8 1.7 -1.1
N -2.818 -1.960 4.935 -0.1 0.2 0.5
C -2.958 -0.678 5.614 -0.1 -0.2 0.1
C -3.363 -3.130 5.474 -0.1 0.0 -0.1
C -3.279 -4.198 4.576 -0.4 -0.6 0.7
C -3.824 -5.437 4.913 0.1 0.4 0.0
C -4.478 -5.588 6.142 0.1 0.1 -0.1
C -4.539 -4.523 7.049 0.2 0.0 -0.4
C -3.972 -3.286 6.730 0.2 -0.1 -0.4
S -2.468 -3.752 3.087 0.0 0.2 0.1
H 0.291 -2.370 0.551 0.2 -0.1 0.2
H 0.906 -1.486 1.999 0.0 -0.1 -0.1
H 0.135 -3.097 2.197 0.1 0.1 -0.2
H 0.091 -0.606 4.915 -0.1 0.4 -0.1
H 0.707 1.671 5.793 -0.2 0.1 -0.3
H -0.215 3.708 4.673 0.0 -0.3 -0.2
H -1.553 3.483 2.580 0.1 -0.2 0.2
H -2.177 1.196 1.745 0.1 0.1 0.3
H -3.780 -0.771 6.329 0.1 0.1 -0.2
H -2.051 -0.425 6.178 -0.2 0.1 -0.2
H -3.203 0.115 4.896 0.2 -0.2 0.2
H -3.729 -6.252 4.201 -0.2 0.0 0.2
H -4.941 -6.540 6.392 0.2 0.2 0.0
H -5.031 -4.663 8.011 0.1 0.1 -0.3
H -3.990 -2.463 7.442 -0.1 -0.3 -0.2
C 4.271 2.973 -3.265 -0.1 0.4 0.0
N 3.809 1.628 -3.011 0.6 -0.8 -0.2
C 4.603 0.520 -3.166 0.8 0.9 -0.5
O 5.762 0.519 -3.569 -1.5 -0.3 0.7
C 3.779 -0.690 -2.748 0.0 -0.4 -0.9
C 4.327 -1.382 -1.497 0.2 0.1 0.0
C 4.415 -0.428 -0.331 0.1 -0.2 0.3
C 5.572 0.340 -0.160 -0.2 0.1 0.0
C 5.644 1.274 0.871 -0.2 0.0 0.0
C 4.551 1.458 1.727 -0.1 -0.1 -0.1
C 3.397 0.675 1.575 0.2 -0.1 0.0
C 3.355 -0.300 0.572 0.1 0.4 -0.1
N 2.447 -0.110 -2.558 -1.9 -1.0 1.1
C 1.396 -0.794 -2.074 1.9 0.7 -0.4
C 0.249 -0.164 -1.601 -1.1 0.2 0.8
C -0.905 -0.856 -1.261 1.2 0.2 -1.3
C -2.199 -0.257 -1.197 -1.3 0.6 0.5
C -3.347 -1.075 -1.370 0.6 0.2 0.3
C -4.623 -0.542 -1.271 -0.1 0.3 0.0
C -4.796 0.825 -0.995 0.4 -0.4 0.0
C -3.676 1.658 -0.865 0.2 -0.1 -0.1
C -2.389 1.136 -0.985 -0.2 -0.4 0.0
C 2.426 1.359 -2.674 0.7 0.8 0.3
C 1.463 1.903 -3.692 -0.1 -0.3 -0.6
C 1.497 1.506 -4.977 0.2 0.2 0.9
C 0.512 1.853 -5.988 -0.8 0.4 -1.0
C 0.690 1.385 -7.314 0.0 0.2 0.6
C -0.224 1.709 -8.312 -0.3 0.3 0.1
C -1.337 2.512 -8.008 0.4 -0.2 0.2
C -1.538 2.967 -6.696 0.3 -0.2 0.1
C -0.627 2.637 -5.687 0.3 -0.3 -0.5
H 5.326 2.939 -3.551 -0.3 -0.1 0.1
H 3.674 3.426 -4.066 0.2 -0.1 0.1
H 4.150 3.587 -2.362 0.1 -0.1 -0.2
H 3.744 -1.391 -3.598 0.1 0.1 0.3
H 3.679 -2.235 -1.260 0.2 0.1 0.0
H 5.328 -1.751 -1.766 -0.3 0.0 0.1
H 6.409 0.201 -0.849 -0.2 0.1 0.2
H 6.557 1.859 1.002 -0.3 -0.2 0.0
H 4.604 2.208 2.518 0.0 -0.2 -0.2
H 2.536 0.807 2.240 0.4 0.0 -0.2
H 2.485 -0.955 0.479 0.2 0.2 0.0
H 1.493 -1.886 -2.074 0.0 0.4 0.0
H 0.265 0.924 -1.490 -0.1 -0.4 -0.4
H -0.859 -1.946 -1.216 -0.1 0.2 -0.2
H -3.192 -2.135 -1.587 -0.2 0.3 0.2
H -5.489 -1.190 -1.405 0.2 0.2 0.1
H -5.800 1.234 -0.872 0.3 -0.1 -0.1
H -3.809 2.723 -0.660 0.0 -0.4 -0.1
H -1.521 1.792 -0.877 -0.4 -0.2 0.0
H 2.202 1.827 -1.697 0.1 -0.4 -0.1
H 0.769 2.667 -3.329 0.0 -0.5 -0.2
H 2.333 0.887 -5.328 -0.3 -0.1 0.3
H 1.566 0.768 -7.533 -0.3 0.2 0.0
H -0.070 1.342 -9.328 -0.1 0.1 0.3
H -2.045 2.780 -8.794 0.2 -0.1 0.3
H -2.407 3.583 -6.458 0.3 -0.2 -0.1
H -0.778 2.981 -4.661 -0.1 -0.1 -0.4

No. 3
63
Properties=species:S:1:pos:R:3:forces:R:3 method="wB97M-V/def2-TZVPD" gap_ev=9.2 de_lowest_ev=21.814
C -4.902 7.901 -2.861 2.7 1.3 -4.2
C -4.054 7.158 -1.966 -5.7 -7.1 -0.4
C -3.417 5.975 -2.778 2.5 -2.2 3.4
C -2.572 4.965 -1.734 -1.9 1.2 1.8
C -1.174 5.647 -1.030 -11.3 -7.7 9.3
C -0.473 4.492 -0.205 -1.4 1.0 -2.9
C -1.229 3.815 1.100 1.6 -3.3 -12.2
C -0.202 3.059 1.675 -0.4 -0.8 7.9
C 0.344 1.783 0.999 -2.3 1.1 2.7
C 1.102 1.002 2.054 -1.3 -4.6 -0.6
C 1.540 -0.406 1.211 -0.6 -0.2 7.0
C 2.492 -1.281 2.169 -2.1 4.7 2.1
H 1.973 -1.383 3.168 -0.3 -1.4 -1.2
H 3.178 -0.614 2.685 1.1 0.7 -0.9
C 3.108 -2.390 1.518 -8.3 -6.0 11.8
C 1.873 -3.375 1.198 0.8 2.4 5.1
C 1.848 -3.619 -0.025 -1.6 -4.3 -9.7
C 0.738 -4.677 -0.566 7.0 1.1 -7.9
O 0.100 -4.163 -2.012 -12.1 -3.8 12.3
H 0.757 -4.046 -2.439 13.6 2.6 -9.0
H 0.012 -4.724 0.007 -7.2 0.1 5.4
C 1.253 -6.234 -0.747 3.4 6.9 -6.8
N 1.608 -6.623 0.466 3.4 -2.6 6.8
C 2.832 -6.614 1.117 4.5 4.5 -13.4
O 3.979 -6.088 0.119 -5.7 -3.0 5.9
C 3.020 -6.970 2.408 3.9 -3.4 3.8
H 2.789 -7.990 2.617 -1.1 -1.2 -0.4
H 2.377 -6.432 2.966 -1.9 2.0 2.6
H 4.064 -7.109 2.874 -1.2 1.6 -1.3
H 0.907 -6.892 1.131 -1.0 -0.2 -0.2
C 0.383 -7.055 -1.619 4.3 -4.1 9.5
O -0.734 -7.071 -0.965 -9.1 1.5 1.5
H -1.343 -6.228 -1.121 2.2 -2.6 0.2
H 0.441 -6.739 -2.483 0.1 2.7 -8.9
H 0.870 -8.060 -1.376 -0.7 0.6 -1.5
H 2.150 -6.032 -1.490 -0.7 -0.7 2.2
H 2.630 -3.329 -1.043 -2.1 -0.6 3.8
H 0.994 -3.677 1.987 2.6 0.8 -2.0
H 3.577 -3.013 2.284 1.1 0.3 -0.3
H 3.547 -2.274 0.754 6.3 1.8 -10.2
H 2.211 0.104 0.674 1.8 0.8 -4.1
H 0.673 -1.060 1.024 0.5 1.0 -1.1
H 1.938 1.456 2.517 1.2 0.7 -0.2
H 0.526 0.629 2.986 0.1 0.9 -1.7
H -0.503 1.133 0.586 1.2 1.2 0.3
H 0.903 2.291 0.262 1.2 -0.7 -1.4
H 0.551 3.797 2.203 -0.6 -1.6 -1.7
H -0.821 2.911 2.776 1.8 -1.1 -2.2
H -2.019 3.257 0.390 1.3 0.4 2.3
H -1.694 4.527 1.491 -3.6 5.8 4.3
H -0.198 3.765 -1.080 -0.5 0.7 2.0
H 0.391 5.052 -0.020 2.1 0.0 1.4
H -1.749 6.473 -0.482 1.2 -1.1 0.3
H -0.815 6.102 -1.694 6.7 5.9 -9.8
H -3.374 4.647 -0.864 2.0 1.0 -1.8
H -2.472 4.004 -2.242 0.8 0.1 -0.2
H -2.526 6.262 -3.408 -1.6 0.2 -0.1
H -4.098 5.201 -3.179 0.0 1.2 -0.5
H -3.341 7.628 -1.525 4.3 3.4 2.9
H -4.917 6.700 -0.986 2.9 1.0 -2.7
H -4.101 8.382 -3.704 -2.4 -1.4 1.6
H -5.677 7.307 -3.329 0.0 0.0 -0.2
H -5.274 8.747 -2.438 -1.5 2.4 1.3

No. 4
123
Properties=species:S:1:pos:R:3:forces:R:3 method="wB97M-V/def2-TZVPD" gap_ev=8.0 total_charge=+1
C -2.148 -2.013 -1.831 -0.1 0.2 0.0
C -1.594 -0.605 -1.616 0.0 -0.2 0.0
C -0.330 -0.299 -2.416 0.0 0.1 0.0
C 0.671 -1.450 -2.431 0.1 0.0 0.0
C 2.107 -0.963 -2.684 0.0 0.1 0.0
C 3.134 -1.867 -2.093 0.1 0.0 0.0
C 3.087 -3.264 -2.345 0.3 0.2 0.3
N 3.948 -4.102 -1.848 0.2 0.0 0.3
N 4.908 -3.628 -1.034 -0.4 0.0 -0.6
C 5.741 -4.694 -0.465 0.1 -0.3 -0.2
C 5.064 -5.319 0.744 -0.1 -0.2 0.3
C 4.496 -4.345 1.737 0.3 -0.2 0.0
C 5.276 -3.867 2.780 0.2 -0.1 0.0
C 4.756 -2.959 3.679 0.3 0.0 0.2
C 3.454 -2.522 3.550 -0.2 0.2 0.2
C 2.668 -3.000 2.522 -0.3 0.0 -0.1
C 3.189 -3.912 1.621 -0.2 0.1 -0.1
C 5.045 -2.339 -0.717 -0.2 -0.2 -0.2
S 6.337 -1.880 0.336 0.2 0.0 0.1
C 4.142 -1.423 -1.278 -0.3 -0.1 -0.2
H -2.127 -2.290 -2.885 0.0 0.0 -0.1
H -3.189 -2.076 -1.520 -0.1 0.0 0.1
H -1.597 -2.755 -1.258 0.1 -0.1 0.0
H -2.353 0.129 -1.868 -0.1 0.1 0.0
H -1.358 -0.460 -0.559 0.0 0.0 0.1
H -0.597 -0.018 -3.436 0.0 -0.1 -0.1
H 0.154 0.574 -1.977 0.0 0.1 0.0
H 0.384 -2.167 -3.198 0.0 -0.2 0.0
H 0.629 -1.973 -1.474 0.0 0.0 0.1
H 2.288 -0.881 -3.757 0.0 0.0 -0.1
H 2.239 0.030 -2.267 0.0 0.1 0.0
H 2.323 -3.691 -2.976 0.0 -0.1 -0.1
H 6.741 -4.317 -0.271 0.0 0.2 0.2
H 5.822 -5.440 -1.248 0.1 0.0 -0.1
H 5.805 -5.950 1.228 0.1 -0.1 0.0
H 4.269 -5.973 0.390 -0.1 0.0 -0.1
H 6.297 -4.209 2.878 0.1 0.0 0.0
H 5.366 -2.592 4.490 0.1 0.0 0.1
H 3.049 -1.819 4.261 -0.1 0.1 0.1
H 1.640 -2.685 2.431 -0.1 0.1 0.0
H 2.564 -4.303 0.829 -0.1 -0.1 -0.1
H 5.935 -0.610 0.370 0.0 0.2 0.0
H 4.228 -0.370 -1.058 0.0 0.1 0.1
C -5.189 -6.200 -0.051 0.1 -0.2 0.0
C -4.143 -5.610 -0.975 0.0 0.1 0.1
O -3.423 -4.744 -0.111 0.1 -0.1 -0.1
C -3.558 -5.201 1.166 -0.1 -0.1 -0.2
O -2.898 -4.832 2.077 0.0 0.1 0.1
O -4.520 -6.145 1.219 0.0 0.0 0.0
F -4.673 -4.891 -1.991 0.0 0.1 0.1
H -6.079 -5.586 0.000 0.1 0.1 -0.2
H -5.459 -7.223 -0.296 0.2 -0.1 0.1
H -3.448 -6.338 -1.396 0.0 0.0 -0.1
C -2.520 3.790 -0.903 0.0 0.0 0.1
C -3.678 4.663 -1.343 0.0 -0.1 -0.1
O -4.167 3.975 -2.476 -0.2 0.0 0.1
C -3.839 2.657 -2.354 0.1 0.1 0.1
O -4.281 1.782 -3.015 0.0 0.0 -0.1
O -2.941 2.501 -1.357 0.2 0.1 0.0
F -3.278 5.908 -1.718 0.1 0.0 -0.1
H -1.603 4.079 -1.419 0.0 0.1 0.0
H -2.356 3.774 0.170 -0.1 -0.1 0.0
H -4.478 4.765 -0.610 0.0 0.1 0.0
C -9.903 -4.599 2.221 0.0 0.0 0.0
C -9.138 -5.906 2.135 0.0 0.0 -0.1
O -8.126 -5.598 1.180 0.0 0.0 0.3
C -7.898 -4.259 1.236 0.1 0.2 0.0
O -6.953 -3.709 0.767 -0.1 -0.1 0.0
O -8.880 -3.643 1.910 -0.2 0.1 0.1
F -9.892 -6.920 1.664 0.0 0.0 -0.1
H -10.680 -4.563 1.458 0.0 0.0 0.0
H -10.324 -4.392 3.199 0.1 0.1 0.0
H -8.660 -6.224 3.062 0.0 -0.1 0.0
C 9.498 -8.415 2.571 0.0 0.0 0.0
C 9.392 -8.430 1.057 0.0 0.1 0.0
O 8.537 -7.320 0.808 0.1 0.1 -0.1
C 8.649 -6.452 1.845 0.0 -0.2 0.0
O 8.224 -5.342 1.835 -0.1 0.1 -0.1
O 9.303 -7.024 2.867 0.0 0.0 0.1
F 8.813 -9.552 0.581 -0.1 0.0 0.1
H 8.689 -8.995 3.015 0.0 0.0 0.0
H 10.455 -8.750 2.956 0.0 0.1 0.0
H 10.334 -8.271 0.531 0.0 -0.1 0.0
C -4.443 9.719 -2.600 0.0 0.0 0.0
C -3.012 9.216 -2.618 0.0 0.0 0.1
O -2.519 9.679 -1.371 0.1 -0.2 0.0
C -3.568 9.812 -0.518 0.0 0.1 -0.2
O -3.466 9.959 0.654 0.0 0.0 0.0
O -4.729 9.740 -1.195 -0.1 0.0 -0.1
F -2.279 9.753 -3.619 0.0 0.1 0.0
H -4.495 10.733 -2.999 0.0 0.0 0.0
H -5.147 9.075 -3.117 0.0 -0.1 0.1
H -2.912 8.131 -2.653 0.0 0.0 -0.1
C -4.753 -0.265 2.335 0.0 0.2 0.1
C -3.873 0.157 1.178 0.2 0.1 -0.1
O -2.981 1.072 1.791 0.2 -0.1 -0.1
C -2.890 0.764 3.119 -0.1 0.0 -0.1
O -2.070 1.197 3.852 0.0 0.0 0.0
O -3.865 -0.105 3.451 -0.2 -0.1 0.0
F -4.546 0.805 0.197 -0.2 -0.1 0.2
H -5.594 0.423 2.440 0.0 0.0 0.0
H -5.111 -1.284 2.273 0.1 -0.2 0.1
H -3.295 -0.650 0.725 -0.1 0.0 -0.1
C 5.268 2.720 -3.602 -0.1 0.0 0.0
C 5.420 3.828 -2.575 -0.1 -0.1 0.0
O 4.168 3.786 -1.899 0.1 0.0 0.2
C 3.652 2.546 -2.020 0.1 0.0 -0.1
O 2.745 2.108 -1.393 -0.1 0.0 0.1
O 4.338 1.839 -2.949 0.2 0.0 -0.1
F 5.586 5.039 -3.137 -0.1 0.0 -0.1
H 4.817 3.107 -4.515 0.0 0.1 0.0
H 6.190 2.195 -3.832 0.0 -0.1 0.1
H 6.214 3.669 -1.845 0.0 0.1 0.0
C -1.905 12.235 2.286 0.0 0.0 0.0
C -0.916 12.625 1.209 0.1 0.0 0.1
O -0.047 13.505 1.894 0.2 -0.1 -0.1
C -0.081 13.197 3.224 -0.2 0.0 -0.1
O 0.687 13.598 4.028 0.0 0.1 0.1
O -1.110 12.357 3.472 -0.1 0.0 0.0
F -1.498 13.280 0.174 0.0 0.1 0.1
H -2.727 12.951 2.322 0.0 0.0 -0.1
H -2.292 11.229 2.180 0.1 -0.1 0.1
H -0.335 11.795 0.804 0.0 0.0 -0.1

No. 5
12
Properties=species:S:1:pos:R:3:forces:R:3 method="wB97M-V/def2-TZVPD" gap_ev=10.6 de_lowest_ev=2.294
C -0.395 -0.186 2.217 0.1 1.0 -0.6
C -0.938 0.209 1.214 0.4 -0.2 0.4
C -1.034 0.780 -0.116 -0.1 0.1 -0.2
C 0.325 0.455 -0.757 0.2 0.2 -0.3
C 0.778 -0.987 -0.869 0.0 0.0 -0.1
O 1.046 1.357 -1.113 -0.3 -0.2 0.1
H 0.412 0.088 2.853 -0.1 -0.7 0.9
H -1.883 0.417 -0.696 0.1 -0.1 -0.1
H -1.082 1.872 -0.032 -0.2 -0.2 -0.1
H 1.353 -1.048 -1.793 0.0 -0.1 0.1
H -0.035 -1.720 -0.867 0.0 0.2 0.0
H 1.452 -1.237 -0.041 -0.2 0.2 -0.1

| no. | calculated total energy (eV) | LUMO level (Ha) |
| --- | --- | --- |
| 1 | -26773.62127 | -0.084 |
| 2 | -65703.07670 | -0.166 |
| 3 | -28984.43186 | 0.018 |
| 4 | -127969.95736 | -0.128 |
| 5 | -7326.99005 | 0.031 |